1.
C21H19IrN3O as an isolated structure in a non-equilibrium geometry, computed with ωB97M-V/def2-TZVPD.

Structure (XYZ):
```
45
Properties=species:S:1:pos:R:3:forces:R:3
Ir -0.4144 -0.6909 -1.1844 1.3 -0.9 -2.0
C -1.1515 2.9121 -3.5001 0.2 0.0 -0.1
C -1.1130 1.5547 -3.1720 0.1 0.0 -0.1
N -0.2801 1.0709 -2.2670 -1.2 0.4 0.9
C 0.5983 1.9005 -1.6328 0.1 -0.1 -0.1
C 0.6323 3.2743 -1.9162 0.0 0.1 -0.1
C -0.2879 3.7666 -2.8654 -0.1 0.0 0.0
C 1.5564 4.0966 -1.2342 0.0 0.0 0.0
C 2.3866 3.5263 -0.3170 0.0 -0.1 0.0
C 2.3433 2.1427 -0.0314 0.0 0.0 0.0
C 1.4581 1.3022 -0.6676 0.0 -0.1 0.5
N 1.2496 -0.0716 -0.4592 0.7 -0.1 -0.3
C 1.7689 -0.9296 0.5249 -0.1 0.4 0.2
C 2.7346 -0.6674 1.4701 0.1 0.0 0.0
C 3.1047 -1.6293 2.4374 0.0 0.0 -0.1
C 2.5256 -2.8615 2.4831 0.0 0.0 0.0
C 1.5313 -3.1792 1.5315 0.1 -0.1 0.0
C 0.8519 -4.4152 1.5056 -0.1 0.0 0.0
C -0.0962 -4.6640 0.5472 0.2 -0.1 -0.1
C -0.3861 -3.6638 -0.3841 0.1 0.0 -0.1
N 0.2156 -2.4873 -0.3661 -1.2 0.3 1.0
C 1.1727 -2.2224 0.5699 0.1 0.0 -0.1
H -1.8547 3.2617 -4.2415 0.0 0.0 0.0
H -1.7641 0.8436 -3.6653 -0.1 0.0 0.1
H -0.3039 4.8282 -3.0802 0.0 0.0 0.0
H 1.5946 5.1550 -1.4534 0.0 0.0 0.0
H 3.0938 4.1400 0.2243 0.0 0.0 0.0
H 3.0286 1.7764 0.7063 0.1 0.0 0.0
H 3.2370 0.2783 1.5070 0.1 0.0 0.0
H 3.8601 -1.3617 3.1638 0.0 0.0 0.0
H 2.8137 -3.5968 3.2221 0.0 0.0 0.0
H 1.0876 -5.1600 2.2559 0.0 0.0 0.0
H -0.6194 -5.6074 0.4964 0.0 0.0 0.0
H -1.1133 -3.8276 -1.1697 -0.1 0.1 0.1
C -3.3400 1.2910 0.5928 0.0 0.0 0.0
C -2.7639 -0.1129 0.5055 0.0 -0.1 -0.1
C -3.0389 -0.9187 1.7648 0.0 0.0 -0.1
O -1.3536 -0.0075 0.3415 -0.2 0.2 0.5
H -4.4107 1.2547 0.7976 0.0 0.0 0.0
H -3.1756 1.8380 -0.3371 0.0 0.0 0.0
H -2.8447 1.8297 1.4021 0.0 0.0 0.0
H -3.2284 -0.6296 -0.3493 0.1 0.0 -0.1
H -2.5348 -0.4445 2.6083 0.0 0.0 0.0
H -2.6610 -1.9377 1.6654 0.0 0.0 0.0
H -4.1093 -0.9566 1.9704 0.0 0.0 0.0
```
Positions in Å, forces in eV/Å.

Summary:
- Total charge: +1
- Kohn-Sham gap: 0.23777 hartree
- HOMO: -10.62 eV
- Energy: -1155.23510 Ha
- Maximum force: 2.53 eV/Å
- LUMO: -4.147 eV

2.
C35H28BF3FeO2S as an isolated structure in a non-equilibrium geometry, computed with ωB97M-V/def2-TZVPD.

Structure (XYZ):
```
71
Properties=species:S:1:pos:R:3:forces:R:3
C -5.9065 -1.2165 1.3944 -1.4 1.2 0.8
C -5.6836 -0.5800 0.1180 -0.3 1.1 0.6
C -4.6769 0.4470 0.2922 -1.4 1.4 1.6
C -4.2313 0.4002 1.6733 -1.8 1.7 -0.8
C -5.0057 -0.6284 2.3699 -1.3 0.9 -0.4
Fe -4.0029 -1.3879 0.8889 -1.0 -1.4 0.1
C -2.8777 -2.7773 1.8152 0.4 -1.2 -0.9
C -3.6009 -3.3831 0.7376 1.3 -0.9 0.2
C -3.3173 -2.6327 -0.4655 1.7 -0.2 -0.6
C -2.3079 -1.6036 -0.1719 1.6 -2.1 1.5
C -1.7115 -0.6239 -1.0563 -0.9 0.2 -0.3
C -1.0516 -0.9955 -2.2760 0.6 -0.3 -1.1
C -1.4639 -0.4576 -3.5312 0.2 0.0 0.7
C -0.6946 -0.6746 -4.6649 0.2 0.0 -0.1
C 0.4739 -1.4507 -4.5961 -0.5 -0.1 0.3
C 0.7895 -2.1152 -3.4085 -0.1 0.2 -0.3
C 0.0580 -1.8752 -2.2543 -0.6 0.2 0.1
C -2.1019 -1.7078 1.2723 2.3 -0.7 -2.1
H -6.6740 -1.9534 1.6133 0.4 0.0 -0.2
H -6.2428 -0.7589 -0.8010 0.4 -0.2 0.3
H -4.3975 1.1985 -0.4406 0.2 -0.4 0.1
H -3.5357 1.0936 2.1314 0.3 -0.3 -0.1
H -4.9619 -0.8578 3.4323 0.1 0.0 -0.4
H -2.7960 -3.1017 2.8445 -0.3 0.1 -0.1
H -4.1820 -4.2856 0.8199 -0.3 0.2 -0.1
H -3.6626 -2.8077 -1.4831 -0.2 0.0 0.4
H -2.0711 0.3982 -0.9727 0.2 0.0 0.1
H -2.4061 0.1071 -3.5691 0.6 -0.1 -0.1
H -1.0007 -0.2380 -5.6167 0.1 -0.1 0.3
H 1.1160 -1.5687 -5.4650 -0.2 0.0 0.1
H 1.6213 -2.8128 -3.3958 0.0 0.3 0.1
H 0.3611 -2.3058 -1.2965 -0.1 0.1 -0.3
H -1.3003 -1.2084 1.7739 -0.2 0.4 0.1
C 5.3474 3.6495 2.9155 0.0 0.1 0.1
C 4.3784 2.6056 2.5071 -0.5 -1.0 -0.1
C 4.4703 1.2458 2.7258 -0.3 0.6 -0.1
C 3.4156 0.4965 2.0924 0.4 1.1 -0.1
C 2.5664 1.3022 1.3691 0.0 0.1 0.3
B 1.2826 0.9006 0.4300 3.0 0.0 0.4
C 2.1004 0.3471 -0.8893 -1.4 0.5 1.0
C 2.3602 1.2552 -1.9070 0.5 -0.2 -0.8
C 3.1988 0.8990 -2.9755 -0.4 0.3 0.4
C 3.8073 -0.3514 -2.9677 0.1 -0.1 -0.5
C 4.6082 -0.8013 -4.1624 0.0 0.0 -0.1
F 5.6319 -1.6400 -3.8200 -0.7 0.6 -0.5
F 3.8074 -1.5067 -5.0438 0.8 0.4 0.4
F 5.1367 0.2438 -4.8677 -0.3 -1.0 0.4
C 3.5928 -1.2500 -1.9266 -0.5 0.0 0.6
C 2.7433 -0.8872 -0.8713 0.6 -0.5 -0.7
O 0.6298 -0.0365 1.3781 -2.3 -0.9 -0.3
C -0.2738 0.7434 2.0138 0.5 0.3 0.4
C -0.4143 2.0004 1.3700 0.5 0.1 1.0
C -1.1208 3.0239 1.9993 0.1 -0.5 -0.5
C -1.7311 2.7499 3.2268 -0.4 -0.1 0.4
C -1.6128 1.5012 3.8434 -0.3 0.2 0.0
C -0.8683 0.4793 3.2518 0.0 0.2 -0.8
O 0.4156 2.1053 0.3108 -1.1 -0.4 -0.3
S 2.9444 2.9665 1.5728 1.1 -0.4 0.2
H 6.0560 3.1860 3.6057 0.1 0.3 0.0
H 5.8876 4.0448 2.0460 0.0 0.0 0.2
H 4.8391 4.4759 3.4194 0.2 0.0 0.0
H 5.2661 0.8002 3.3322 -0.2 0.2 -0.3
H 3.3505 -0.5817 2.1743 -0.1 0.1 -0.2
H 1.9495 2.2652 -1.8442 0.0 -0.3 -0.2
H 3.3588 1.5917 -3.8006 0.1 -0.2 0.2
H 4.0418 -2.2419 -1.9687 0.0 0.3 0.1
H 2.6000 -1.5756 -0.0293 0.0 0.3 -0.4
H -1.1482 4.0049 1.5401 0.0 0.0 0.1
H -2.3083 3.5325 3.7258 0.2 -0.2 -0.1
H -2.1036 1.3187 4.8003 0.2 0.1 -0.2
H -0.7606 -0.4987 3.7115 0.2 0.2 0.1
```
Positions in Å, forces in eV/Å.

Summary:
- Kohn-Sham gap (alpha / beta): 0.17534 / 0.14693 hartree
- HOMO (alpha / beta): -6.67 / -6.67 eV
- Multiplicity: 5
- Energy: -3487.19478 Ha
- Maximum force: 3.18 eV/Å
- LUMO (alpha / beta): -1.894 / -2.671 eV

3.
C3H6NaO5 as an isolated structure in a non-equilibrium geometry, computed with ωB97M-V/def2-TZVPD.

Structure (XYZ):
```
15
Properties=species:S:1:pos:R:3:forces:R:3
C -0.1626 0.0429 -1.5910 0.8 -0.3 0.1
C -0.8204 0.3879 -0.2526 0.1 0.0 0.2
O -2.1113 0.9483 -0.3986 -0.1 0.1 -0.3
C -2.8114 1.2845 0.7277 -1.0 0.1 -0.5
O -2.2505 1.0742 1.8422 0.7 -0.2 1.1
O -3.9411 1.7344 0.5365 0.3 0.0 0.1
O 1.0650 -0.5265 -1.3792 -0.3 0.2 0.1
Na -0.5654 0.3134 2.8815 -0.4 0.2 -0.9
H -0.1184 0.9942 -2.1737 -0.1 -0.1 0.0
H -0.8735 -0.6256 -2.1290 -0.1 0.1 0.0
H -0.1628 1.1312 0.2402 0.0 -0.5 0.1
H -0.9112 -0.5656 0.3037 0.3 0.3 0.1
H 3.8493 -1.9660 0.0252 1.8 -1.0 1.8
O 4.5160 -2.3917 0.6949 -1.9 0.9 -1.7
H 5.2981 -1.8358 0.6724 -0.1 0.2 -0.2
```
Positions in Å, forces in eV/Å.

Summary:
- Total charge: -1
- Kohn-Sham gap: 0.14246 hartree
- HOMO: -2.74 eV
- Energy: -656.44314 Ha
- Maximum force: 2.74 eV/Å
- LUMO: 1.137 eV

4.
A 2-piece molecular cluster, C2H7OS2 overall in a non-equilibrium geometry, computed with ωB97M-V/def2-TZVPD.

Structure (XYZ):
```
12
Properties=species:S:1:pos:R:3:forces:R:3
S 0.2213 -2.3979 -1.4471 0.2 0.0 -0.2
S -0.1202 -2.1905 0.5866 -0.1 -0.6 0.2
H -0.7124 -3.2973 -1.7948 -0.1 0.0 0.0
H -1.1973 -0.4023 -0.0077 -0.4 0.8 0.6
C -0.3773 1.1813 0.7365 -0.4 1.2 -0.2
O -1.4830 0.5498 0.1512 0.0 -1.0 -0.9
C 0.9380 0.8829 0.0025 0.1 1.0 -1.3
H -0.3777 0.9349 1.7991 0.6 -0.2 0.2
H -0.6541 2.2727 0.6840 0.6 -0.7 0.0
H 1.7751 1.5853 0.2660 -0.7 -0.5 0.0
H 0.7341 1.0368 -1.1125 0.3 -0.2 1.4
H 1.2535 -0.1559 0.1362 -0.1 0.3 0.1
```
Positions in Å, forces in eV/Å.

Summary:
- Total charge: -1
- Kohn-Sham gap: 0.23311 hartree
- HOMO: -2.69 eV
- Energy: -952.04994 Ha
- Maximum force: 1.64 eV/Å
- LUMO: 3.651 eV

5.
C7H7AlO6 as an isolated structure in a non-equilibrium geometry, computed with ωB97M-V/def2-TZVPD.

Structure (XYZ):
```
21
Properties=species:S:1:pos:R:3:forces:R:3
O -3.0118 -4.8359 -1.3207 2.1 1.7 -0.2
C -2.1363 -4.1038 -1.3863 -2.1 -1.7 0.2
Al 0.3618 0.2168 -1.0059 -0.2 0.1 1.2
O 2.6119 -1.9219 0.2473 -2.2 2.8 -1.2
C 1.9800 -1.0409 -0.1161 2.8 -2.3 1.4
C 1.7888 2.1441 -1.2661 2.5 3.4 -1.1
O 2.2836 3.1065 -1.6651 -2.0 -4.0 1.8
C -0.4034 2.0800 -2.4007 -4.0 3.0 -2.9
O -0.9817 2.8774 -3.0075 2.9 -3.5 2.8
C 1.2300 -0.3877 -3.0675 -0.5 -0.6 -3.4
O 1.1363 -0.7136 -4.1564 0.5 0.9 3.4
H -0.1089 -1.2864 -0.9959 -0.8 0.6 -0.4
C -0.0383 0.4508 3.0379 -0.1 0.1 -0.6
C -0.9313 -0.0044 1.8964 -0.1 -0.6 0.1
O -0.6559 0.8543 0.6667 0.5 0.4 -0.7
H 1.0031 0.2275 2.8024 0.0 0.1 0.2
H -0.3134 -0.0294 3.9832 0.0 0.0 -0.3
H -0.1607 1.5327 3.1688 0.1 -0.2 0.1
H -0.7397 -1.0111 1.4990 -0.1 0.2 0.4
H -2.0039 0.0843 2.1491 0.5 0.1 -0.5
H -0.9099 1.7608 0.9375 0.3 -0.3 -0.5
```
Positions in Å, forces in eV/Å.

Summary:
- Total charge: +2
- Kohn-Sham gap: 0.31467 hartree
- HOMO: -18.09 eV
- Energy: -964.10759 Ha
- Maximum force: 5.76 eV/Å
- LUMO: -9.525 eV

6.
One molecule with the formula C5H7N3 in a non-equilibrium geometry, computed with ωB97M-V/def2-TZVPD.

Structure (XYZ):
```
15
Properties=species:S:1:pos:R:3:forces:R:3
C -0.7299 1.3019 0.5047 2.4 2.3 -3.6
C 1.2532 0.3961 -0.8493 -2.1 0.4 -2.8
C 1.6285 0.0637 0.4989 -0.1 -2.9 13.8
C -0.8428 -0.9135 -0.5439 -2.3 -3.5 -1.9
C -0.7881 -1.7105 0.7169 3.9 -2.3 6.4
H -0.7415 0.6721 1.4504 -0.6 1.2 -1.2
H 0.1766 2.1711 0.5453 -2.6 -2.4 0.4
H -1.5693 1.8790 -0.0698 0.7 -1.3 2.3
H 1.4933 -0.4380 -1.6367 0.0 1.7 1.5
H 1.4970 1.4900 -1.2989 -0.1 -2.7 1.4
H -0.2381 -1.5312 -1.2155 -0.3 -0.4 -0.1
H -1.9950 -1.2677 -0.9020 2.8 2.2 0.4
N -0.2834 0.3911 -0.7445 -0.3 1.6 2.8
N 1.4984 -0.2429 1.8194 2.0 3.3 -13.3
N -0.3587 -2.2611 1.7251 -3.4 2.9 -6.1
```
Positions in Å, forces in eV/Å.

Summary:
- Kohn-Sham gap: 0.38418 hartree
- Structure (SMILES): CN(CC#N)CC#N
- HOMO: -9.99 eV
- Energy: -358.75963 Ha
- Maximum force: 14.11 eV/Å
- LUMO: 0.469 eV